{
  "formula": "C29H27ClNO6S3",
  "method": "ωB97M-V with the def2-TZVPD basis set",
  "total_charge": -1,
  "max_force_ha_per_bohr": 0.0991,
  "smiles": "CN(C)c1ccc([C@H](C(S(=O)(=O)c2ccccc2)=[S@@](=O)([O-])c2ccccc2)[C@H](Cl)S(=O)(=O)c2ccccc2)cc1",
  "homo_lumo_gap_ev": 5.9,
  "homo_energy_ev": -3.511,
  "total_energy_ev": -89310.82668,
  "species": ["C", "N", "C", "C", "C", "C", "C", "C", "C", "S", "O", "O", "C", "C", "C", "C", "C", "C", "S", "O", "O", "C", "C", "C", "C", "C", "C", "C", "Cl", "S", "O", "O", "C", "C", "C", "C", "C", "C", "C", "C", "H", "H", "H", "H", "H", "H", "H", "H", "H", "H", "H", "H", "H", "H", "H", "H", "H", "H", "H", "H", "H", "H", "H", "H", "H", "H", "H"],
  "positions_angstrom": [[-5.83419, 0.57869, 2.62666], [-5.38476, 0.97027, 1.30271], [-6.26334, 1.79962, 0.51273], [-4.13584, 0.61584, 0.90188], [-3.64817, 0.88371, -0.40123], [-2.28880, 0.67174, -0.70507], [-1.48548, -0.06419, 0.17680], [0.05750, -0.29130, -0.08401], [0.77144, 0.71766, 0.70464], [2.40576, 0.50090, 1.22848], [3.25699, 1.19631, 0.29565], [2.37888, 0.82363, 2.64989], [2.76187, -1.23696, 1.15059], [2.39880, -2.00588, 2.25909], [2.59195, -3.38140, 2.19278], [3.15609, -3.94787, 1.04541], [3.58240, -3.15410, -0.02404], [3.44334, -1.76772, 0.04844], [0.14992, 2.24910, 1.43318], [-0.63504, 2.88822, 0.37967], [-0.45468, 1.94151, 2.71334], [1.53326, 3.41115, 1.81860], [2.28816, 3.99721, 0.78767], [3.37516, 4.81987, 1.09426], [3.67291, 5.12655, 2.42102], [2.87758, 4.62178, 3.44770], [1.78948, 3.79720, 3.14720], [0.60552, -0.52929, -1.39951], [0.76446, 1.08244, -2.13306], [-0.65976, -1.59538, -2.32784], [-1.08420, -2.57770, -1.34888], [-1.59726, -0.68085, -2.97022], [0.27265, -2.51356, -3.64806], [0.09598, -2.02045, -4.93889], [0.74626, -2.63362, -6.01274], [1.54207, -3.75336, -5.78565], [1.65298, -4.30366, -4.50880], [0.99374, -3.70440, -3.42364], [-1.95371, -0.30333, 1.49464], [-3.29456, -0.08112, 1.78472], [-5.16115, 0.99860, 3.40174], [-6.84624, 0.96113, 2.82789], [-5.89203, -0.52004, 2.78104], [-5.80829, 2.79133, 0.35998], [-6.52095, 1.38685, -0.47881], [-7.20873, 1.95479, 1.05258], [-4.27457, 1.30322, -1.16291], [-1.87637, 1.23680, -1.56764], [0.45841, -1.28830, 0.20684], [1.95810, -1.51845, 3.13004], [2.29320, -3.97908, 3.05578], [3.32734, -5.02380, 1.00487], [4.05669, -3.58586, -0.90825], [3.85003, -1.10114, -0.71636], [2.02094, 3.79436, -0.25364], [4.00931, 5.18589, 0.28451], [4.55291, 5.71564, 2.65511], [3.11020, 4.83502, 4.49310], [1.14484, 3.43602, 3.94999], [1.60489, -1.06997, -1.67842], [-0.52009, -1.13185, -5.08748], [0.66314, -2.18511, -6.99533], [2.15466, -4.12776, -6.59484], [2.29156, -5.16402, -4.33777], [1.05922, -4.12686, -2.41619], [-1.25792, -0.53266, 2.32827], [-3.63443, -0.39208, 2.75979]],
  "forces_ev_per_angstrom": [[-0.1, 0.1, 0.4], [-1.9, -0.2, 0.7], [0.0, 0.3, -0.1], [0.9, -0.9, -1.2], [0.9, 0.1, 1.0], [-0.6, 0.2, 0.4], [1.3, 0.5, 0.2], [-0.5, -1.0, 2.8], [2.1, 1.6, 2.0], [-3.2, 0.5, 0.1], [1.7, -0.3, 0.1], [1.4, 0.3, 0.0], [0.6, 0.0, 0.0], [-0.1, -0.1, -0.6], [0.1, 0.2, 0.0], [0.2, -0.1, 0.0], [0.2, 0.2, 0.2], [-0.5, -0.2, 0.4], [0.2, -1.7, -1.3], [0.1, 0.2, 0.8], [-0.2, 0.9, 0.1], [0.2, 0.6, 0.0], [-0.3, -0.4, 0.1], [-0.3, -0.1, 0.0], [0.0, -0.4, -0.1], [-0.3, -0.1, -0.2], [-0.1, -0.4, -0.3], [0.5, 0.4, -5.1], [0.3, 0.2, -1.5], [0.3, 0.7, -0.1], [0.1, 0.1, -0.8], [0.8, -1.6, -0.1], [-0.7, -0.1, 0.1], [0.3, 0.1, 0.0], [0.0, 0.1, 0.6], [0.1, 0.4, 0.1], [-0.3, 0.5, 0.4], [0.0, 0.5, -0.1], [0.0, -0.2, -1.0], [0.7, 0.3, 0.3], [-0.3, -0.3, -0.2], [0.4, 0.0, -0.2], [0.2, 0.4, -0.2], [-0.1, -0.1, -0.2], [0.2, 0.0, 0.3], [0.4, -0.1, -0.2], [-0.2, 0.5, -0.1], [-0.3, -1.1, 0.6], [-1.3, -0.2, 1.7], [0.1, -0.1, -0.3], [0.2, -0.1, -0.4], [-0.2, 0.2, 0.0], [-0.1, 0.0, 0.4], [-0.3, -0.2, 0.2], [0.2, -0.1, 0.4], [-0.2, 0.0, 0.2], [-0.1, 0.0, 0.0], [-0.1, 0.0, -0.3], [0.2, -0.2, -0.3], [-1.7, 0.9, 1.6], [0.2, -0.3, 0.1], [0.0, -0.2, 0.0], [-0.2, -0.3, -0.1], [-0.1, 0.0, 0.0], [0.0, 0.2, -0.4], [-0.5, -0.4, -0.9], [0.0, 0.3, 0.1]],
  "mulliken_charge": [-0.99, 0.15, -0.95, 1.17, -1.13, 0.03, -0.72, 0.70, -1.34, 1.99, -0.80, -0.72, -0.46, -0.20, -0.65, -0.43, -0.61, -0.27, 1.98, -0.72, -0.75, -0.23, -0.26, -0.57, -0.38, -0.53, -0.36, 0.28, -0.15, 1.73, -0.63, -0.68, -0.10, -0.35, -0.58, -0.35, -0.66, -0.17, -0.88, -0.64, 0.35, 0.25, 0.29, 0.34, 0.27, 0.25, 0.31, 0.46, 0.17, 0.44, 0.37, 0.37, 0.43, 0.51, 0.34, 0.34, 0.34, 0.34, 0.39, 0.09, 0.40, 0.37, 0.36, 0.37, 0.47, 0.28, 0.36]
}


{
  "formula": "C19H33N2O5",
  "method": "ωB97M-V with the def2-TZVPD basis set",
  "total_charge": 1,
  "max_force_ha_per_bohr": 0.0214,
  "smiles": "CCN1CC[NH+](C[C@@H](O)COCc2cc(OC)c(OC)c(OC)c2)CC1",
  "homo_lumo_gap_ev": 9.1,
  "homo_energy_ev": -10.966,
  "total_energy_ev": -33448.58911,
  "species": ["C", "C", "N", "C", "C", "N", "C", "C", "O", "C", "O", "C", "C", "C", "C", "O", "C", "C", "O", "C", "C", "O", "C", "C", "C", "C", "H", "H", "H", "H", "H", "H", "H", "H", "H", "H", "H", "H", "H", "H", "H", "H", "H", "H", "H", "H", "H", "H", "H", "H", "H", "H", "H", "H", "H", "H", "H", "H", "H"],
  "positions_angstrom": [[-6.26645, -1.63891, 0.39027], [-4.80061, -1.78619, 0.77585], [-3.94496, -0.90598, -0.00926], [-2.54703, -1.27643, 0.02809], [-1.78700, -0.47271, -1.02200], [-1.91457, 0.97605, -0.74529], [-1.14676, 1.80951, -1.69626], [0.25917, 2.14679, -1.17376], [0.83105, 2.95124, -2.16793], [0.15925, 2.89992, 0.17323], [-0.39112, 2.08799, 1.19754], [0.56471, 1.53523, 2.11510], [1.52571, 0.60756, 1.42537], [1.07171, -0.61123, 0.96040], [1.87971, -1.44709, 0.19235], [1.24111, -2.56418, -0.24954], [1.96327, -3.71966, -0.64080], [3.19801, -1.06180, -0.10406], [3.92307, -1.87259, -0.92562], [5.31832, -2.03142, -0.72945], [3.67099, 0.16676, 0.40943], [4.94703, 0.51069, 0.08775], [5.53213, 1.64155, 0.69221], [2.83209, 0.98796, 1.15432], [-3.34900, 1.33861, -0.70176], [-4.07205, 0.49265, 0.34015], [-6.37269, -1.70033, -0.68893], [-6.68595, -0.69711, 0.73304], [-6.83961, -2.44276, 0.84234], [-4.48545, -2.80893, 0.56154], [-4.67233, -1.61033, 1.85579], [-2.44660, -2.33619, -0.20954], [-2.10241, -1.10694, 1.02657], [-0.73373, -0.75528, -1.02456], [-2.22168, -0.67023, -2.00381], [-1.49903, 1.17673, 0.19894], [-1.66396, 2.75695, -1.86214], [-1.06081, 1.30553, -2.66057], [0.83936, 1.22258, -1.02740], [1.76494, 3.10473, -1.98806], [-0.50028, 3.76636, 0.05291], [1.14903, 3.26527, 0.46136], [1.09388, 2.35279, 2.61496], [-0.04230, 1.00314, 2.85023], [0.08334, -0.96274, 1.20601], [2.46223, -3.57644, -1.59967], [2.69645, -4.00529, 0.11509], [1.21091, -4.50260, -0.72888], [5.88237, -1.21480, -1.18105], [5.57015, -2.96755, -1.22719], [5.56679, -2.10453, 0.33084], [5.48986, 1.58184, 1.78322], [6.57217, 1.63445, 0.37139], [5.06154, 2.57022, 0.35424], [3.19656, 1.93133, 1.52713], [-3.44316, 2.39681, -0.45518], [-3.78061, 1.15180, -1.68700], [-5.12632, 0.76676, 0.33782], [-3.66044, 0.71045, 1.34422]],
  "forces_ev_per_angstrom": [[0.2, 0.0, 0.1], [-0.2, 0.0, 0.0], [0.2, 0.1, 0.0], [0.0, 0.1, -0.2], [0.1, -0.9, 0.1], [0.1, 0.1, 0.4], [0.8, 0.5, -0.6], [-0.2, -0.4, 0.6], [-0.1, 0.2, -0.2], [0.2, 0.2, -0.4], [-0.2, 0.0, 0.0], [0.1, -0.2, 0.2], [0.0, -0.1, 0.0], [0.2, 0.1, 0.1], [-0.1, 0.1, 0.1], [0.0, 0.5, 0.0], [0.1, -0.5, -0.2], [0.1, -0.2, 0.0], [-0.5, 0.5, 0.0], [0.5, -0.2, -0.1], [0.0, 0.0, -0.1], [-0.4, -0.4, -0.2], [0.1, 0.3, 0.1], [0.0, 0.1, 0.1], [-0.8, 0.1, 0.3], [0.0, 0.0, -0.3], [0.0, 0.0, -0.1], [-0.1, 0.1, 0.0], [-0.1, 0.0, 0.1], [0.0, 0.0, 0.1], [0.1, -0.1, 0.0], [0.1, 0.0, 0.0], [0.0, 0.0, 0.0], [0.0, 0.2, 0.0], [0.1, 0.1, 0.0], [-0.1, -0.1, -0.2], [-0.1, -0.1, 0.1], [-0.1, -0.1, 0.1], [-0.1, 0.1, 0.0], [0.0, -0.1, 0.0], [0.1, 0.0, 0.0], [0.0, 0.0, 0.0], [-0.1, 0.0, 0.0], [0.1, 0.1, 0.0], [-0.2, -0.1, 0.0], [-0.1, -0.1, 0.1], [0.0, 0.0, 0.0], [0.1, 0.0, 0.0], [-0.1, -0.1, 0.1], [0.0, 0.0, 0.1], [0.0, 0.0, 0.0], [0.0, 0.0, 0.0], [-0.1, 0.1, 0.0], [0.0, 0.0, 0.0], [0.1, 0.1, 0.0], [0.2, 0.0, -0.1], [0.1, 0.1, 0.0], [0.1, 0.1, 0.0], [-0.1, 0.0, 0.0]],
  "mulliken_charge": [-1.27, -0.45, 0.03, -0.98, -1.04, 0.55, -1.30, 1.06, -0.61, -0.64, -0.50, -1.20, -0.09, -0.33, -0.41, -0.43, -0.86, 0.61, -0.48, -0.85, 0.91, -0.43, -0.93, -0.07, -0.66, -0.64, 0.33, 0.34, 0.42, 0.38, 0.31, 0.58, 0.39, 0.59, 0.50, 0.12, 0.45, 0.31, -0.21, 0.40, 0.35, 0.41, 0.43, 0.40, 0.67, 0.28, 0.33, 0.26, 0.25, 0.31, 0.35, 0.38, 0.26, 0.33, 0.49, 0.43, 0.47, 0.43, 0.27]
}


{
  "formula": "C4H9NO2",
  "method": "ωB97M-V with the def2-TZVPD basis set",
  "total_charge": 0,
  "max_force_ha_per_bohr": 0.0050,
  "smiles": "O[C@H]1COCCN1",
  "homo_lumo_gap_ev": 9.8,
  "homo_energy_ev": -8.875,
  "total_energy_ev": -9878.11586,
  "species": ["O", "C", "C", "O", "C", "C", "N", "H", "H", "H", "H", "H", "H", "H", "H", "H"],
  "positions_angstrom": [[1.22298, 1.44444, 0.55919], [0.67699, 0.23110, 1.03453], [-0.87479, 0.28921, 1.07778], [-1.45847, -0.49912, 0.06993], [-0.87960, -0.23000, -1.19581], [0.60992, -0.65287, -1.20332], [1.13956, -0.81602, 0.14915], [0.60140, 2.16003, 0.73886], [1.07434, 0.00804, 2.03620], [-1.20729, 1.34056, 0.98246], [-1.25200, -0.09156, 2.03311], [-0.98761, 0.84045, -1.44043], [-1.46524, -0.80476, -1.91816], [1.21458, 0.09636, -1.72276], [0.74079, -1.60472, -1.72831], [0.84442, -1.71116, 0.52757]],
  "forces_ev_per_angstrom": [[0.0, 0.2, 0.0], [-0.1, -0.2, 0.1], [0.1, 0.1, 0.2], [-0.1, 0.0, 0.0], [0.0, 0.0, -0.2], [0.0, 0.0, -0.1], [-0.1, 0.0, 0.1], [0.1, -0.1, 0.0], [-0.1, 0.1, -0.1], [0.0, -0.1, 0.0], [0.1, 0.0, -0.2], [0.0, -0.2, 0.1], [0.1, 0.1, 0.1], [-0.1, -0.1, 0.0], [0.0, 0.2, 0.1], [0.1, 0.1, 0.0]],
  "mulliken_charge": [-0.49, 0.04, -0.57, -0.40, -0.31, -0.55, -0.45, 0.32, 0.34, 0.32, 0.26, 0.28, 0.33, 0.25, 0.37, 0.28]
}


{
  "formula": "C2H4ClNO2",
  "method": "ωB97M-V with the def2-TZVPD basis set",
  "total_charge": 0,
  "max_force_ha_per_bohr": 0.1577,
  "homo_lumo_gap_ev": 9.6,
  "homo_energy_ev": -9.245,
  "total_energy_ev": -20240.88500,
  "species": ["C", "C", "H", "H", "H", "H", "N", "O", "O", "Cl"],
  "positions_angstrom": [[0.26469, 0.28622, -0.28641], [-1.24740, 0.74130, 0.17915], [2.41437, -0.38507, 0.48664], [-0.17812, -1.80443, -0.72474], [-1.24678, 1.14572, 1.47950], [-1.50800, 1.87471, -0.44107], [0.73545, -0.95696, -0.25606], [2.02379, -1.32020, 0.09804], [1.10412, 1.16483, -0.37043], [-2.36212, -0.74612, -0.16463]],
  "forces_ev_per_angstrom": [[0.5, 1.7, 1.5], [0.8, 2.2, 0.4], [-1.4, -3.0, -1.6], [4.3, 2.9, 2.5], [0.1, -1.9, -4.2], [0.5, -4.0, 1.6], [-6.5, -4.6, -1.7], [1.0, 3.2, 0.6], [0.0, 1.5, 0.3], [0.7, 1.9, 0.5]],
  "mulliken_charge": [0.42, -0.28, 0.38, 0.34, 0.29, 0.30, -0.20, -0.39, -0.63, -0.24]
}